Here is a molecular structure, C3H12NSi from the OMol25 dataset. Energies are from ωB97M-V/def2-TZVPD.

Values from the calculation:
Energy relative to the best compared isomer or geometry (same formula, charge and spin), kcal per mole: 19.3
Multiplicity: 3
Charge: +1
Gap between HOMO and LUMO (alpha / beta), eV: 5.652 / 8.065
LUMO level (alpha / beta), eV: -3.18 / -7.88

XYZ file:
```
17
Properties=species:S:1:pos:R:3:forces:R:3
C 1.122 -0.858 0.345 1.0948 -0.4379 -0.2995
C -1.079 -1.189 1.297 -0.9902 -0.5524 0.3154
C -0.778 0.348 -0.586 -3.4565 -4.0635 2.5163
N -0.177 -0.227 0.631 0.2744 0.8227 -0.2557
Si 0.649 1.931 -1.563 2.4743 3.1272 -1.6073
H 0.982 -1.661 -0.376 -0.1418 0.0213 0.0203
H 1.808 -0.128 -0.077 -0.0662 0.0285 0.0635
H 1.553 -1.271 1.256 -0.1517 0.0905 0.0458
H -1.240 -2.045 0.644 0.0924 0.0732 -0.0527
H -0.646 -1.534 2.236 0.2109 0.1462 -0.0591
H -2.040 -0.720 1.503 0.0707 0.0741 -0.0332
H -1.705 0.852 -0.339 0.2072 0.9266 -0.0846
H -0.965 -0.440 -1.305 0.6313 0.1082 -0.6182
H -0.014 0.547 1.285 0.0676 0.1029 -0.0017
H 1.448 1.099 -2.447 0.0311 -0.3646 -0.1232
H 1.342 2.398 -0.357 -0.0353 -0.1493 0.2925
H -0.261 2.898 -2.147 -0.3131 0.0462 -0.1186
```
Forces are in eV/Å.

Want to see where the charge sits? The Löwdin charges in e are:
1 C -0.02
2 C 0.01
3 C -0.10
4 N -0.26
5 Si 0.63
6 H 0.12
7 H 0.07
8 H 0.12
9 H 0.12
10 H 0.12
11 H 0.11
12 H 0.11
13 H 0.11
14 H 0.18
15 H -0.11
16 H -0.11
17 H -0.12